{
  "formula": "C18H27N3O4",
  "method": "ωB97M-V/def2-TZVPD",
  "elements": ["C", "O", "C", "C", "C", "C", "O", "C", "C", "C", "N", "C", "O", "C", "C", "C", "N", "C", "O", "N", "C", "C", "C", "C", "C", "H", "H", "H", "H", "H", "H", "H", "H", "H", "H", "H", "H", "H", "H", "H", "H", "H", "H", "H", "H", "H", "H", "H", "H", "H", "H", "H"],
  "positions_angstrom": [[-3.449536, -3.849663, 0.829853], [-2.459259, -2.873807, 0.633646], [-2.850718, -1.600983, 0.338685], [-4.166147, -1.173639, 0.247707], [-4.449956, 0.150214, -0.058962], [-3.433639, 1.066204, -0.273665], [-3.635784, 2.389331, -0.575983], [-4.956381, 2.855192, -0.684572], [-2.098357, 0.638726, -0.181184], [-0.979185, 1.619641, -0.397972], [0.033582, 1.518246, 0.632013], [1.348938, 1.609151, 0.364164], [1.771941, 1.851824, -0.749929], [2.247427, 1.484184, 1.601445], [2.081183, 0.144497, 2.342009], [3.094280, -0.882714, 1.810565], [3.401154, -0.659761, 0.410907], [2.381346, -1.024382, -0.457311], [1.300020, -1.414937, -0.043990], [2.673986, -1.001239, -1.784701], [3.998862, -1.028423, -2.346980], [1.598720, -1.168504, -2.731633], [4.144548, 0.574430, 0.210144], [3.715658, 1.664549, 1.209288], [-1.823958, -0.680707, 0.118873], [-4.089209, -3.611645, 1.687193], [-2.914606, -4.777012, 1.029202], [-4.073492, -3.978032, -0.061437], [-4.990548, -1.850291, 0.408319], [-5.484868, 0.446963, -0.123348], [-5.501760, 2.340925, -1.482793], [-5.503651, 2.745856, 0.257982], [-4.874972, 3.913060, -0.930885], [-1.388211, 2.635532, -0.420791], [-0.473395, 1.432387, -1.350893], [-0.283970, 1.303486, 1.563084], [1.952128, 2.301747, 2.270367], [1.076632, -0.249872, 2.192955], [2.240348, 0.287428, 3.412811], [4.038237, -0.821576, 2.358439], [2.691093, -1.890901, 1.914713], [4.735684, -1.202324, -1.567736], [4.058858, -1.848389, -3.070131], [4.232430, -0.096408, -2.871276], [1.594130, -0.332130, -3.434547], [1.710105, -2.104245, -3.287919], [0.658949, -1.190714, -2.185115], [5.217297, 0.370191, 0.324565], [3.951674, 0.938335, -0.795475], [3.857095, 2.640629, 0.745211], [4.326623, 1.622734, 2.113246], [-0.802683, -1.026666, 0.175938]],
  "atomic_forces_ev_per_a": [[-0.1398, -0.1155, 0.0295], [0.2266, 0.1888, -0.0496], [-0.1019, 0.1880, -0.0362], [0.1472, -0.3729, 0.0699], [-0.0259, 0.3855, -0.0923], [-0.0082, -0.1234, 0.0175], [0.2660, -0.2163, 0.0295], [-0.1667, 0.0785, -0.0110], [-0.1620, 0.0987, 0.0475], [0.0108, 0.2867, -0.2043], [-0.3874, -0.0882, 0.0854], [-0.1053, 0.2428, 0.7398], [0.2145, 0.0689, -0.4396], [0.2248, 0.0455, -0.0750], [0.0491, -0.0767, 0.0361], [-0.2536, -0.2239, 0.1478], [-0.1864, -0.0723, 0.0207], [0.5023, -0.2401, -0.2289], [-0.3834, -0.1095, 0.2611], [-0.0354, -0.0253, -0.1456], [0.1243, 0.0062, 0.0043], [-0.1875, 0.1027, 0.0609], [0.4069, 0.2598, -0.1582], [-0.2316, 0.0017, -0.1324], [-0.2064, -0.1556, 0.0293], [0.0119, -0.0005, -0.0438], [-0.0852, 0.0344, -0.0070], [0.0099, 0.0162, 0.0354], [-0.0414, -0.0912, 0.0244], [-0.0757, 0.0679, -0.0098], [0.0105, 0.0009, 0.0400], [0.0127, -0.0168, -0.0407], [-0.0686, -0.0664, 0.0167], [0.1260, -0.1832, -0.1210], [-0.1055, 0.0818, 0.0866], [0.1519, -0.0177, -0.0168], [-0.0095, -0.0800, -0.0929], [0.0172, -0.0144, 0.0867], [-0.0188, 0.0203, 0.0128], [-0.0409, -0.0284, 0.0001], [0.1089, 0.0862, 0.1028], [0.0371, 0.0172, -0.0374], [0.0388, 0.0326, 0.0280], [0.0620, -0.0111, 0.0111], [-0.0205, -0.0227, -0.0594], [-0.0108, 0.0099, 0.0006], [0.0147, -0.0036, -0.1158], [-0.0614, 0.0583, -0.0736], [0.0951, -0.0475, 0.0933], [0.0845, -0.0059, 0.0345], [-0.0020, 0.0369, 0.0153], [0.1684, -0.0073, 0.0236]],
  "mulliken_charge": [-0.96, -0.38, -0.14, -0.85, -0.84, 0.51, -0.44, -0.97, 0.27, -0.90, -0.10, 0.13, -0.69, 0.11, -0.52, -1.14, 0.14, 0.36, -0.65, 0.38, -1.10, -0.98, -0.67, -1.31, 0.43, 0.36, 0.23, 0.37, 0.39, 0.37, 0.37, 0.36, 0.26, 0.33, 0.33, 0.37, 0.66, 0.17, 0.52, 0.40, 0.48, 0.35, 0.38, 0.30, 0.33, 0.36, 0.19, 0.31, 0.41, 0.42, 0.40, 0.90],
  "lumo_ev": 0.86,
  "smiles": "COc1ccc(OC)c(CNC(=O)C2CCN(C(=O)N(C)C)CC2)c1",
  "orbital_gap_ev": 8.650
}


{
  "formula": "C9H17N2S2",
  "method": "ωB97M-V/def2-TZVPD",
  "elements": ["C", "C", "C", "C", "C", "C", "C", "C", "C", "N", "N", "S", "S", "H", "H", "H", "H", "H", "H", "H", "H", "H", "H", "H", "H", "H", "H", "H", "H", "H"],
  "positions_angstrom": [[0.163245, -2.348867, -0.879889], [1.348722, -1.662611, -0.721929], [-1.173729, -1.983496, -0.315887], [1.539564, -0.274181, -0.266728], [0.720534, 0.105031, 1.015077], [-0.784584, 0.286713, 0.710984], [1.204316, 1.334471, 1.758922], [2.817497, 1.521638, -2.010214], [-3.213428, 0.818045, -0.390673], [-2.014824, -2.908701, -0.641700], [-1.568890, 0.135540, 1.808480], [1.229355, 0.728479, -1.761304], [-1.373952, 1.077696, -0.651218], [0.287546, -3.386383, -1.318949], [2.276331, -2.256611, -0.949578], [2.603178, -0.141135, 0.108314], [0.657890, -0.653383, 1.711908], [1.234295, 2.271227, 1.102986], [2.239587, 1.220210, 2.237530], [0.461196, 1.784582, 2.451462], [3.561826, 0.848043, -2.325488], [3.078091, 2.005639, -1.148956], [2.469197, 2.325983, -2.770049], [-3.389261, -0.190831, -0.280396], [-3.640123, 1.083977, -1.401151], [-3.448026, 1.360075, 0.572716], [-1.819674, -3.395705, -1.557932], [-2.512152, 0.428801, 1.962204], [-1.287754, -0.211911, 2.690351], [-3.095495, -2.893012, -0.427525]],
  "atomic_forces_ev_per_a": [[1.4410, 0.0122, 0.2999], [-1.0666, -2.5651, -0.1929], [2.1776, 0.2081, 0.2945], [0.9582, 0.2677, 1.8658], [-1.5656, 1.6322, -2.3425], [-0.8263, -0.4126, 2.6538], [0.8823, 2.8930, -0.3002], [-2.6089, 1.1929, -2.5282], [1.4474, 2.5583, -0.3216], [-3.6908, -0.6662, -2.0093], [0.2277, 0.6577, -0.8226], [0.5955, -0.0890, 0.2810], [-1.6787, 0.1443, -0.4475], [-0.2838, 1.1062, 0.4540], [-0.9791, 0.9052, -0.1549], [-1.0243, -0.0602, -0.9488], [0.5641, -2.1913, 1.2121], [0.5136, -1.4413, 0.1282], [-1.6617, -0.0073, -0.6018], [0.5006, -1.1220, 0.2926], [0.8478, -0.6035, -0.7660], [0.8503, 1.3463, 2.1876], [1.3237, -1.3458, 0.9184], [-0.1610, -2.4053, 0.4492], [0.0672, 0.4900, 1.5895], [-0.5792, -0.1257, -1.7697], [-0.2955, -0.1736, 1.4678], [-0.4411, 0.2992, -1.1068], [1.4186, -0.6749, 0.4647], [3.0468, 0.1702, -0.2465]],
  "mulliken_charge": [-0.53, -0.78, 0.20, -0.13, 0.02, 0.43, -1.45, -0.97, -0.98, -0.35, -0.37, 0.09, 0.18, 0.27, 0.37, 0.55, 0.52, 0.31, 0.34, 0.38, 0.33, 0.33, 0.36, 0.29, 0.39, 0.30, 0.25, 0.10, 0.24, 0.31],
  "lumo_ev": -3.35,
  "orbital_gap_ev": 8.205,
  "charge": 1
}